Entry 1:
Molecular formula: C2H16NO5
Method: DFT, wB97M-V/def2-TZVPD

Geometry as ORCA input:
```
! RIJCOSX wB97M-V def2-TZVPD def2/J DEFGRID3
* xyz 1 1
C 0.20 1.48 2.42
C 0.89 2.53 2.02
N 0.70 0.13 2.08
H -0.53 1.41 3.21
H 0.53 3.51 2.28
H 1.78 2.52 1.41
H 0.05 -0.58 2.48
H 0.67 -0.02 0.99
H 1.66 -0.07 2.32
H 0.10 0.97 -3.53
H 0.61 2.41 -3.66
O 0.71 1.60 -3.15
H -0.28 -2.41 4.15
H -1.18 -2.62 2.92
O -0.48 -2.06 3.27
H -0.48 -1.69 -2.75
H -0.11 -2.76 -1.62
O 0.20 -2.00 -2.13
H 1.13 0.73 -0.96
H 0.55 -0.70 -1.16
O 0.57 0.08 -0.53
H -2.64 -1.32 -3.94
H -2.46 -0.12 -2.97
O -2.18 -1.02 -3.15
*
```

As for the energy above the lowest of the compared OMol25 structures with the same formula, charge and spin: 0.427 eV. The maximum force comes out at 0.04204 Eh/bohr. The LUMO energy comes out at -0.0972 Ha. As for the calculated total energy: -516.517631 Eh. The HOMO-LUMO gap comes out at 11.52 eV. The calculation puts the highest occupied orbital energy at -14.2 eV.

***

Entry 2:
Molecular formula: C2H16O5
Method: DFT, wB97M-V/def2-TZVPD

Geometry as ORCA input:
```
! RIJCOSX wB97M-V def2-TZVPD def2/J DEFGRID3
* xyz 0 1
C 0.36 0.85 -0.12
C -0.53 0.06 -1.05
H 0.80 1.78 -0.49
H -0.24 1.02 0.78
H 1.25 0.30 0.22
H -0.13 -0.32 -2.01
H -1.47 0.52 -1.37
H -0.87 -0.90 -0.64
H 1.21 -6.12 -1.86
H 1.55 -5.87 -0.41
O 1.00 -5.57 -1.11
H 4.77 3.74 -3.74
H 3.45 4.21 -3.09
O 4.33 4.46 -3.29
H 0.73 2.26 2.78
H 2.20 2.02 3.02
O 1.58 2.31 2.36
H -5.00 0.53 1.00
H -3.71 -0.32 1.05
O -4.06 0.56 0.85
H -2.28 -1.75 3.10
H -2.90 -2.07 1.88
O -2.04 -1.73 2.16
*
```

As for the energy above the lowest of the compared OMol25 structures with the same formula, charge and spin: 1.195 eV. The maximum force comes out at 0.04343 Eh/bohr. The LUMO energy comes out at 0.0133 Ha. As for the SMILES: CC.O.O.O.O.O. As for the calculated total energy: -461.946801 Eh. The HOMO-LUMO gap comes out at 11.38 eV. The calculation puts the highest occupied orbital energy at -11.0 eV.

***

Entry 3:
Molecular formula: C2H16O5
Method: DFT, wB97M-V/def2-TZVPD

Geometry as ORCA input:
```
! RIJCOSX wB97M-V def2-TZVPD def2/J DEFGRID3
* xyz 0 1
C -0.41 1.32 0.70
C 0.00 0.89 2.11
H -0.94 0.54 0.14
H 0.47 1.56 0.10
H -1.02 2.22 0.70
H 0.67 0.02 2.09
H 0.50 1.74 2.59
H -0.86 0.59 2.69
H 3.37 1.07 0.82
H 4.55 0.59 1.66
O 3.71 0.30 1.30
H -4.64 0.81 0.73
H -4.77 0.29 -0.64
O -5.23 0.87 -0.02
H 2.74 -0.16 -1.50
H 3.83 -0.99 -0.70
O 3.43 -0.83 -1.56
H -1.72 -1.49 -2.27
H -2.09 -0.04 -2.42
O -2.48 -0.89 -2.19
H -0.13 -3.38 -1.13
H 0.87 -2.25 -1.39
O 0.16 -2.76 -1.81
*
```

As for the energy above the lowest of the compared OMol25 structures with the same formula, charge and spin: 0.417 eV. The maximum force comes out at 0.01533 Eh/bohr. The LUMO energy comes out at 0.0050 Ha. As for the SMILES: CC.O.O.O.O.O. As for the calculated total energy: -461.975389 Eh. The HOMO-LUMO gap comes out at 11.43 eV. The calculation puts the highest occupied orbital energy at -11.3 eV.

***

- Which of these has the lowest maximum force?
  number 3

***

- What is the formula in the first record?
  C2H16NO5

***

- The highest calculated total energy belongs to which entry?
  number 2